P:
C3H3NOS | wB97M-V/def2-TZVPD

HOMO level (alpha / beta), eV: -10.15 / -10.15
Gap between HOMO and LUMO (alpha / beta), eV: 7.44 / 7.45

XYZ file:
```
9
C3H3NOS wB97M-V/def2-TZVPD
S -1.702 -1.255 0.086
O 0.690 1.940 0.214
N 2.385 -1.095 -0.302
C 0.009 1.012 -0.127
C 1.468 -0.474 -0.160
C -0.690 0.082 0.732
H -0.942 0.225 1.808
H -1.034 -1.147 -1.002
H -0.184 0.710 -1.247
```



Q:
C3H3NOS | wB97M-V/def2-TZVPD

Structure (SMILES): CSC(=O)C#N
HOMO level (alpha / beta), eV: -10.44 / -10.43
Gap between HOMO and LUMO (alpha / beta), eV: 8.97 / 8.97

XYZ file:
```
9
C3H3NOS wB97M-V/def2-TZVPD
S 0.425 1.036 0.126
O -0.317 -1.585 -0.752
N 2.538 -0.826 -2.304
C 0.604 -0.415 -0.746
C -1.001 0.682 1.158
C 1.628 -0.660 -1.647
H -1.266 -0.393 0.952
H -1.772 1.373 0.903
H -0.839 0.788 2.311
```



The winner here is Q, beating the second structure by 2.477 eV.



P:
C2H9N3O2 | wB97M-V/def2-TZVPD

Structure (SMILES): N/N=C(\N)O.CO
HOMO level, eV: -8.10
Gap between HOMO and LUMO, eV: 8.75

XYZ file:
```
16
C2H9N3O2 wB97M-V/def2-TZVPD
O 1.290 0.904 0.982
O -1.730 0.263 1.389
N -0.415 -0.991 0.042
N -2.309 0.232 -0.780
N -0.143 -1.408 -1.193
C 2.621 0.896 0.530
C -1.331 -0.043 0.136
H 3.284 0.930 1.402
H 0.025 -2.411 -1.245
H -3.007 0.861 -0.399
H 2.851 -0.024 -0.021
H -0.782 -1.081 -1.918
H 2.841 1.783 -0.073
H -2.772 -0.596 -1.131
H 0.532 0.542 0.316
H -0.953 0.144 1.963
```



Q:
C2H9N3O2 | wB97M-V/def2-TZVPD

HOMO level (alpha / beta), eV: -8.12 / -8.33
Gap between HOMO and LUMO (alpha / beta), eV: 8.14 / 7.80

XYZ file:
```
16
C2H9N3O2 wB97M-V/def2-TZVPD
O 0.767 1.820 0.093
O -0.888 -0.357 -1.926
N -0.461 -0.589 0.540
N 1.256 -0.930 -1.209
N 1.395 1.262 1.088
C 0.015 -0.261 -1.104
C -1.804 -0.053 0.815
H 2.406 1.255 0.857
H 1.982 -0.556 -0.604
H -2.181 -0.444 1.760
H -0.430 -1.604 0.586
H -1.732 1.031 0.865
H 0.266 -0.197 1.184
H -2.466 -0.331 -0.001
H 0.332 0.972 -0.769
H 1.543 -1.018 -2.176
```



The winner here is P, beating the second structure by 2.565 eV.



P:
C2H3BrO2 | wB97M-V/def2-TZVPD

HOMO level (alpha / beta), eV: -9.31 / -9.30
Gap between HOMO and LUMO (alpha / beta), eV: 9.35 / 9.35

XYZ file:
```
8
C2H3BrO2 wB97M-V/def2-TZVPD
Br 1.975 0.204 1.125
O -1.766 -0.028 -0.566
O -1.610 0.520 0.740
C 0.765 0.274 -0.380
C -0.625 -0.101 0.049
H 1.226 -0.259 -1.159
H -0.596 -1.815 1.080
H 0.631 1.204 -0.891
```



Q:
C2H3BrO2 | wB97M-V/def2-TZVPD

HOMO level (alpha / beta), eV: -8.82 / -8.82
Gap between HOMO and LUMO (alpha / beta), eV: 5.23 / 5.23

XYZ file:
```
8
C2H3BrO2 wB97M-V/def2-TZVPD
Br -3.498 -0.180 -0.120
O 2.560 0.458 -0.123
O 0.873 1.132 -0.071
C 0.059 0.334 0.108
C -0.851 -0.623 0.226
H -1.017 -1.283 -0.608
H -1.144 -0.986 1.196
H 3.019 1.148 -0.608
```



R:
C2H3BrO2 | wB97M-V/def2-TZVPD

Structure (SMILES): O=COCBr
HOMO level, eV: -10.46
Gap between HOMO and LUMO, eV: 11.32

XYZ file:
```
8
C2H3BrO2 wB97M-V/def2-TZVPD
Br -2.451 -0.592 -0.070
O 1.292 1.185 0.460
O 0.108 -0.173 -0.795
C -0.682 -0.612 0.444
C 1.122 0.669 -0.598
H -0.304 -1.491 0.852
H -0.659 0.226 1.196
H 1.576 0.787 -1.489
```



The winner here is R, beating the second structure by 5.555 eV.